This record from OMol25 describes 6 unconnected molecules or ions with the total composition C35H55N5O6 at a distorted geometry. The level of theory is ωB97M-V with the def2-TZVPD basis set.

## Properties
E   -2091.0755 Ha
Net charge   0
Molar mass   641.9 g mol⁻¹
Kohn-Sham gap   0.3086 Eh

Last column: Löwdin charge in e.
Cartesian coordinates (Å):
1 O 1.14 -0.65 -1.42  -0.23
2 O 1.15 -1.62 -2.28  -0.10
3 O -1.67 0.39 -3.46  -0.03
4 O -3.40 1.23 -2.06  -0.01
5 O -1.20 1.00 0.83  -0.19
6 O -4.08 -0.45 -3.81  0.01
7 N 2.13 -4.44 -1.86  0.12
8 N 1.25 10.86 3.49  0.11
9 N -1.07 5.71 3.91  0.12
10 N 5.60 -7.40 -5.10  0.11
11 N -7.27 -5.35 1.88  0.11
12 C -3.63 -2.00 3.54  -0.03
13 C -3.14 0.29 -3.17  -0.22
14 C 5.56 -3.54 -2.44  -0.27
15 C -2.09 1.61 -1.48  -0.15
16 C -1.07 6.07 1.15  -0.18
17 C -1.75 1.94 4.03  -0.34
18 C -5.97 -5.93 -1.66  -0.11
19 C -1.50 1.61 5.65  -0.13
20 C 1.60 9.85 4.16  -0.18
21 C -3.34 -2.43 1.97  -0.17
22 C -7.01 -6.99 -1.31  -0.28
23 C 5.41 -4.21 -3.80  -0.12
24 C -8.18 -6.43 -0.51  -0.19
25 C 3.37 -4.38 -1.61  -0.12
26 C 6.96 -6.48 -8.31  -0.28
27 C -2.46 -1.33 1.08  0.06
28 C 2.26 10.03 7.08  -0.12
29 C -3.10 -0.56 4.20  -0.01
30 C 1.62 8.81 6.43  -0.27
31 C -2.21 0.55 3.31  -0.05
32 C 5.61 -7.05 -7.86  -0.19
33 C 5.61 -7.24 -6.35  -0.15
34 C -1.12 0.42 -2.07  -0.17
35 C 0.60 7.99 1.33  -0.11
36 C 7.27 -5.13 -7.68  -0.12
37 C -1.93 0.11 1.75  -0.10
38 C -7.68 -5.84 0.80  -0.15
39 C 4.85 -4.30 -1.32  -0.18
40 C -3.89 -3.82 1.27  -0.12
41 C -2.08 1.94 0.13  -0.09
42 C 0.28 6.63 0.71  -0.27
43 C 2.03 8.63 4.96  -0.19
44 C 0.52 0.58 -2.01  -0.05
45 C -0.34 2.58 3.49  -0.12
46 C -1.07 5.87 2.66  -0.16
47 H -6.42 -5.13 -2.25  0.08
48 H -2.67 2.69 4.01  0.14
49 H 7.35 -5.20 -6.59  0.06
50 H -3.43 -0.38 5.32  0.08
51 H 0.99 0.68 -3.09  0.16
52 H 6.96 -6.38 -9.40  0.11
53 H -0.17 8.72 1.09  0.09
54 H 1.56 8.36 0.96  0.08
55 H 1.09 5.93 0.96  0.11
56 H -7.38 -7.45 -2.23  0.11
57 H 6.50 -4.39 -7.93  0.08
58 H -5.51 -5.50 -0.77  0.05
59 H 1.96 10.96 6.59  0.07
60 H 5.42 -8.01 -8.35  0.11
61 H 6.63 -3.46 -2.20  0.11
62 H 3.36 9.96 7.04  0.08
63 H 5.01 -3.79 -0.36  0.11
64 H -0.63 3.32 2.59  0.05
65 H -1.28 -0.69 -1.74  0.16
66 H 5.26 -5.32 -1.23  0.12
67 H -1.88 6.75 0.88  0.12
68 H -3.17 1.96 0.61  0.17
69 H 4.36 -4.25 -4.12  0.07
70 H -0.76 2.36 6.16  0.08
71 H 3.12 8.51 4.88  0.12
72 H 4.80 -6.36 -8.14  0.12
73 H -2.25 -1.64 -0.04  0.09
74 H -1.57 3.01 0.23  0.12
75 H 5.17 -2.52 -2.50  0.11
76 H -2.53 1.48 6.22  0.07
77 H -4.21 -3.51 0.16  0.08
78 H 5.80 -5.23 -3.79  0.04
79 H 1.55 7.74 4.54  0.09
80 H 1.96 10.10 8.13  0.07
81 H 0.68 7.92 2.42  0.04
82 H 5.95 -3.64 -4.57  0.07
83 H 7.76 -7.19 -8.05  0.11
84 H -1.72 2.55 -2.12  0.18
85 H 8.23 -4.75 -8.05  0.07
86 H -4.89 -4.20 1.79  0.06
87 H -3.08 -4.65 1.15  0.08
88 H 1.90 7.91 6.99  0.11
89 H 1.18 -2.51 -1.78  0.10
90 H -6.52 -7.79 -0.73  0.11
91 H -1.25 5.11 0.67  0.08
92 H -5.16 -6.38 -2.25  0.08
93 H 0.29 6.74 -0.38  0.11
94 H 0.43 1.81 3.06  0.10
95 H 0.53 8.91 6.50  0.11
96 H -8.70 -5.65 -1.09  0.12
97 H 0.79 1.48 -1.31  0.15
98 H -0.94 0.55 5.64  0.10
99 H -4.24 -2.75 4.21  0.08
100 H -8.91 -7.23 -0.29  0.11
101 H 0.11 3.30 4.33  0.07